The following is a quantum chemistry calculation of a 2-piece molecular cluster, C10H17NO6PS2 overall at a distorted geometry, from the OMol25 dataset.

max |F|: 2.41 eV/Å
Kohn-Sham gap: 7.68 eV
DFT total energy: -55373.8080 eV
net charge: +1
HOMO energy: -0.4283 Ha

Each line ends with the natural charge from an NBO analysis.
Atoms and positions in Å:
N1 0.217 -2.942 -0.875  -0.8325
C1 1.641 -3.197 -0.805  -0.2199
C2 2.551 -1.986 -0.600  -0.4159
C3 2.817 -1.194 -1.896  -0.4174
C4 1.909 0.044 -2.047  -0.5043
S1 2.833 1.615 -2.140  0.2826
P1 2.361 2.767 -0.344  1.6383
O1 3.169 2.071 0.829  -0.9494
O2 3.012 4.177 -0.611  -0.9450
S2 0.487 2.837 -0.115  -0.3648
H1 -0.184 -2.698 0.016  0.3722
H2 -0.055 -2.289 -1.593  0.3462
H3 1.810 -3.875 0.029  0.2112
H4 1.955 -3.744 -1.692  0.1909
H5 3.515 -2.356 -0.254  0.2218
H6 2.180 -1.328 0.182  0.2038
H7 2.711 -1.831 -2.766  0.2417
H8 3.848 -0.854 -1.859  0.2034
H9 1.354 0.056 -2.980  0.2615
H10 1.187 0.147 -1.241  0.2750
H11 4.119 1.252 -1.989  0.1681
H12 4.111 1.935 0.636  0.5115
H13 3.979 4.187 -0.701  0.5185
C5 -2.255 0.586 1.309  -0.4039
C6 -3.083 1.517 0.819  0.3341
C7 -4.563 1.503 1.112  0.4712
O3 -5.224 2.404 0.634  -0.5265
C8 -5.098 0.434 1.932  -0.3845
C9 -4.269 -0.498 2.424  0.3270
C10 -2.790 -0.470 2.150  0.4774
O4 -2.106 -1.344 2.651  -0.5438
O5 -4.677 -1.502 3.182  -0.6145
O6 -2.702 2.534 0.056  -0.6428
H14 -1.191 0.591 1.119  0.2291
H15 -6.161 0.427 2.124  0.2542
H16 -3.885 -2.024 3.411  0.5095
H17 -3.524 3.047 -0.103  0.5158

=====

The following is a quantum chemistry calculation of an isolated molecule of C10H17NOSSi at a distorted geometry, from the OMol25 dataset.

max |F|: 5.23 eV/Å
Kohn-Sham gap: 8.94 eV
ΔE to the lowest compared entry with this formula, charge and spin: 53.23 kcal per mole
DFT total energy: -32892.5807 eV
SMILES string: C=[S@](=O)(N[Si](C)(C)C)c1ccccc1
HOMO energy: -0.3053 Ha

Each line ends with the natural charge from an NBO analysis.
Atoms and positions in Å:
C1 2.137 -1.149 -0.480  -0.9797
S1 1.007 -0.663 0.729  1.8595
O1 1.120 -1.377 2.012  -0.9275
N1 -0.781 -0.430 0.394  -1.2790
Si1 -1.640 -1.394 -0.671  1.7796
C2 -0.908 -1.106 -2.382  -1.1595
C3 -1.846 -3.243 -0.285  -1.1783
C4 -3.352 -0.398 -0.708  -1.0669
C5 1.274 1.141 1.013  -0.2230
C6 1.021 2.019 -0.077  -0.2070
C7 1.521 3.335 0.090  -0.2028
C8 2.231 3.660 1.259  -0.2038
C9 2.291 2.776 2.321  -0.2018
C10 1.785 1.545 2.218  -0.2397
H1 2.471 -2.162 -0.302  0.2419
H2 1.701 -0.929 -1.491  0.2158
H3 -1.137 -0.436 1.373  0.4179
H4 0.208 -1.455 -2.423  0.2376
H5 -1.290 -1.740 -3.225  0.2528
H6 -0.606 -0.114 -2.695  0.2464
H7 -0.860 -3.765 -0.013  0.2541
H8 -2.566 -3.541 0.579  0.2526
H9 -2.267 -3.973 -1.071  0.2581
H10 -3.929 -0.971 0.100  0.2217
H11 -3.180 0.526 -0.262  0.2312
H12 -3.706 -0.489 -1.769  0.2431
H13 0.512 1.657 -0.976  0.2331
H14 1.203 4.166 -0.603  0.2238
H15 2.727 4.643 1.281  0.2200
H16 3.051 3.136 3.137  0.2275
H17 1.810 0.730 2.928  0.2523

=====

The following is a quantum chemistry calculation of an isolated molecule of C10H17NS at a distorted geometry, from the OMol25 dataset.

max |F|: 3.89 eV/Å
Kohn-Sham gap: 8.73 eV
ΔE to the lowest compared entry with this formula, charge and spin: 9.77 kcal per mole
DFT total energy: -22969.0710 eV
SMILES string: CC1=CC[C@@H](N(C)C=S)C1(C)C
HOMO energy: -0.2964 Ha

Each line ends with the natural charge from an NBO analysis.
Atoms and positions in Å:
C1 -0.385 0.582 3.061  -0.6567
C2 -0.170 -0.181 1.821  0.0066
C3 -0.382 -1.457 1.621  -0.1603
C4 -0.321 -1.885 0.187  -0.4525
C5 0.304 -0.680 -0.501  -0.0080
N1 -0.183 -0.509 -1.855  -0.4105
C6 0.835 -0.431 -2.899  -0.4432
C7 -1.446 -0.310 -2.238  -0.0457
S1 -1.924 -0.176 -3.846  -0.1946
C8 0.298 0.475 0.540  -0.1165
C9 1.649 1.078 0.678  -0.5968
C10 -0.689 1.525 0.204  -0.6110
H1 0.429 1.297 3.299  0.2209
H2 -0.676 -0.004 3.975  0.2344
H3 -1.373 1.180 2.999  0.2220
H4 -0.703 -2.272 2.425  0.2052
H5 0.222 -2.789 0.175  0.2147
H6 -1.307 -2.158 -0.099  0.2149
H7 1.383 -0.978 -0.593  0.2217
H8 1.638 -1.084 -2.775  0.2031
H9 0.508 -0.837 -3.884  0.2494
H10 1.304 0.565 -3.156  0.2102
H11 -2.137 -0.151 -1.398  0.2018
H12 1.935 1.530 -0.230  0.2132
H13 2.561 0.376 0.920  0.2129
H14 1.638 1.916 1.316  0.2112
H15 -0.383 2.450 0.547  0.2152
H16 -1.663 1.393 0.633  0.2150
H17 -0.962 1.535 -0.928  0.2233

=====

The following is a quantum chemistry calculation of an isolated ion of composition C10H17O2 and charge +1 at a distorted geometry, from the OMol25 dataset.

max |F|: 6.18 eV/Å
Kohn-Sham gap (alpha / beta): 6.80 / 7.21 eV
ΔE to the lowest compared entry with this formula, charge and spin: 154.40 kcal per mole
DFT total energy: -14725.4943 eV
net charge: +1
HOMO energy (alpha / beta): -0.4494 / -0.4618 Ha

Each line ends with the natural charge from an NBO analysis.
Atoms and positions in Å:
C1 -0.627 0.452 0.246  -0.0939
C2 -1.578 -0.485 0.057  0.3425
C3 -3.861 -1.130 -0.144  0.1358
C4 0.311 -2.114 -0.725  -0.0517
C5 1.248 -1.257 -0.123  -0.3562
C6 0.784 0.307 -0.265  0.0016
C7 1.739 -1.652 1.268  -0.6330
C8 0.850 0.806 -1.764  -0.6345
C9 1.840 0.947 0.580  -0.6284
C10 -1.116 1.903 0.749  -0.0563
O1 -0.750 2.757 -0.282  -0.7081
O2 -2.718 -1.042 0.302  -0.3390
H1 -4.569 -1.894 0.072  0.2001
H2 -4.299 -0.514 -0.992  0.1780
H3 -0.117 -2.882 -0.123  0.2067
H4 -0.062 -1.922 -1.698  0.2138
H5 2.134 -1.306 -0.791  0.2838
H6 1.492 -2.690 1.532  0.2298
H7 1.023 -1.046 1.891  0.2145
H8 2.836 -1.488 1.629  0.2544
H9 1.127 1.836 -1.806  0.2454
H10 -0.058 0.922 -2.404  0.2381
H11 1.559 0.281 -2.345  0.2188
H12 1.744 2.010 0.417  0.2303
H13 2.896 0.535 0.475  0.2413
H14 1.670 0.903 1.572  0.2185
H15 -0.716 2.269 1.671  0.1920
H16 -2.172 1.887 0.911  0.1691
H17 -0.609 3.605 0.090  0.4865

=====

The following is a quantum chemistry calculation of an isolated molecule of C10H17P at a distorted geometry, from the OMol25 dataset.

max |F|: 4.82 eV/Å
Kohn-Sham gap (alpha / beta): 6.75 / 7.81 eV
ΔE to the lowest compared entry with this formula, charge and spin: 105.49 kcal per mole
DFT total energy: -19928.2276 eV
HOMO energy (alpha / beta): -0.2556 / -0.2800 Ha

Each line ends with the natural charge from an NBO analysis.
Atoms and positions in Å:
C1 0.836 0.861 -0.087  -0.1052
C2 0.420 -0.495 -0.119  0.1072
C3 -2.118 0.110 0.088  -0.3358
C4 0.103 1.929 0.314  -0.1313
C5 -1.071 -0.896 0.164  -0.2392
C6 2.159 1.130 -0.639  -0.6229
C7 1.162 -1.679 -0.583  -0.6673
C8 0.534 3.368 0.447  -0.6621
C9 -1.066 -1.497 1.665  -0.5724
C10 -1.604 -2.022 -0.860  -0.5821
P1 -3.552 0.320 0.686  0.4011
H1 -0.937 1.783 0.684  0.2119
H2 2.082 2.202 -1.123  0.2130
H3 2.451 0.360 -1.270  0.2131
H4 2.930 1.248 0.153  0.2145
H5 0.805 -2.145 -1.474  0.2226
H6 1.062 -2.339 0.269  0.2183
H7 2.239 -1.495 -0.607  0.2185
H8 1.427 3.525 1.075  0.2184
H9 -0.331 3.895 0.847  0.2232
H10 0.825 3.757 -0.546  0.2144
H11 -2.052 -2.015 1.983  0.2082
H12 -0.917 -0.777 2.365  0.2094
H13 -0.318 -2.300 1.581  0.2026
H14 -1.152 -2.943 -0.864  0.2082
H15 -1.445 -1.677 -1.850  0.2094
H16 -2.699 -2.114 -0.750  0.2228
H17 -4.273 0.937 -0.563  -0.0182

=====

The following is a quantum chemistry calculation of a 5-piece molecular cluster, C10H18BCl12O3 overall, from the OMol25 dataset.

max |F|: 0.89 eV/Å
Kohn-Sham gap: 6.50 eV
DFT total energy: -167751.4946 eV
net charge: -1
HOMO energy: -0.1585 Ha

Each line ends with the natural charge from an NBO analysis.
Atoms and positions in Å:
O1 -2.610 -1.733 0.232  -0.7180
C1 -2.305 -3.079 -0.065  -0.0504
C2 -0.840 -3.321 -0.425  -0.4407
C3 0.095 -3.779 0.699  -0.3894
C4 1.053 -2.712 1.284  -0.4209
C5 0.716 -1.256 1.010  0.0591
C6 1.343 -0.617 -0.221  -0.0661
O2 0.919 0.711 -0.120  -0.7952
B1 0.943 0.977 1.400  0.4267
O3 1.203 -0.379 1.996  -0.7403
H1 -2.362 -1.175 -0.511  0.4682
H2 -2.923 -3.434 -0.901  0.1446
H3 -2.598 -3.645 0.822  0.1688
H4 -0.868 -4.115 -1.178  0.1932
H5 -0.435 -2.439 -0.923  0.2178
H6 0.706 -4.597 0.314  0.1927
H7 -0.509 -4.220 1.497  0.1908
H8 2.077 -2.916 0.958  0.1893
H9 1.074 -2.826 2.368  0.2177
H10 -0.365 -1.061 0.926  0.1756
H11 1.099 -1.079 -1.185  0.1524
H12 2.440 -0.681 -0.091  0.1280
H13 -0.154 1.456 1.728  -0.1384
H14 1.830 1.789 1.714  -0.1555
C7 4.301 1.617 0.089  -0.2790
Cl1 5.768 0.657 -0.136  -0.0084
Cl2 4.644 3.029 1.098  -0.0107
Cl3 3.672 2.160 -1.471  0.0103
H15 3.545 1.008 0.590  0.2812
C8 2.911 6.304 1.306  -0.2870
Cl4 3.056 7.134 2.861  -0.0059
Cl5 1.360 5.499 1.164  0.0552
Cl6 3.186 7.434 -0.027  -0.0037
H16 3.679 5.544 1.259  0.2343
C9 -0.655 2.579 -1.390  -0.2705
Cl7 -0.983 3.114 0.249  0.0501
Cl8 -1.435 1.028 -1.668  -0.0062
Cl9 -1.202 3.779 -2.577  -0.0303
H17 0.414 2.450 -1.506  0.2599
C10 -6.462 -1.810 -2.219  -0.2900
Cl10 -6.258 -3.485 -1.695  0.0088
Cl11 -5.533 -0.714 -1.214  0.0542
Cl12 -6.029 -1.636 -3.924  0.0067
H18 -7.509 -1.560 -2.119  0.2208